1.
An isolated molecule of C23H28N2O4S2, computed with ωB97M-V with the def2-TZVPD basis set.

Each line ends with the natural charge from an NBO analysis.
Cartesian coordinates (Å):
C  3.9273  1.8294  -2.0099  -0.14
C  2.6245  1.4980  -2.4020  -0.25
C  1.5429  1.8268  -1.5832  -0.15
C  1.7782  2.4463  -0.3582  -0.32
S  0.3699  2.9829  0.6154  2.17
C  -0.1917  1.7938  1.7609  -0.99
C  -1.0712  2.2818  2.8674  -0.24
S  0.2152  0.1302  1.6210  2.18
C  1.9319  -0.2025  2.0680  -0.23
C  2.8691  -0.4884  1.0703  -0.22
C  4.2033  -0.7399  1.4080  -0.21
C  4.5887  -0.7928  2.7523  -0.21
C  3.6238  -0.6120  3.7546  -0.22
C  2.3006  -0.3029  3.4137  -0.21
O  -0.5878  -0.6011  2.5907  -0.99
O  0.1535  -0.2415  0.2136  -0.97
O  0.9735  4.0757  1.3762  -0.99
O  -0.7189  3.2840  -0.3068  -0.98
C  3.0716  2.8259  0.0183  -0.16
C  4.1483  2.4909  -0.7961  -0.25
H  4.7674  1.5892  -2.6605  0.20
H  2.4303  0.9802  -3.3375  0.22
H  0.5200  1.5986  -1.8661  0.25
H  -1.0095  1.5230  3.6612  0.25
H  -0.6077  3.2172  3.2271  0.23
H  2.5763  -0.4809  0.0252  0.25
H  4.9345  -0.8921  0.6125  0.21
H  5.6310  -0.9872  3.0172  0.21
H  3.9062  -0.7051  4.8038  0.21
H  1.5580  -0.1376  4.1906  0.22
H  3.2341  3.3590  0.9577  0.25
H  5.1589  2.7449  -0.4753  0.22
C  -3.5868  6.9309  2.0591  -0.40
C  -2.5201  6.0666  2.7425  -0.40
C  -2.1360  4.8349  1.9375  -0.51
C  -3.0154  3.6195  2.1363  0.61
N  -2.5056  2.4606  2.5661  -0.36
C  -3.3551  1.2989  2.7749  -0.22
C  -4.7572  1.7710  3.0682  -0.43
C  -5.2297  2.6459  1.9389  -0.21
N  -4.2911  3.7266  1.7626  -0.39
C  -4.7970  4.9137  1.0548  -0.21
C  -4.9126  6.2014  1.8851  -0.41
H  -3.7499  7.8325  2.6681  0.22
H  -3.2065  7.2441  1.0745  0.20
H  -1.6062  6.6649  2.8610  0.23
H  -2.8503  5.7872  3.7525  0.20
H  -2.0755  5.0560  0.8556  0.27
H  -1.1225  4.5852  2.2374  0.28
H  -3.3625  0.6769  1.8615  0.23
H  -2.9162  0.6971  3.5791  0.24
H  -5.4067  0.9035  3.1586  0.23
H  -4.8047  2.3093  4.0214  0.21
H  -5.3290  2.0574  1.0089  0.21
H  -6.2208  3.0659  2.1667  0.21
H  -4.1463  5.0949  0.1906  0.22
H  -5.7945  4.6528  0.6793  0.22
H  -5.3515  5.9702  2.8699  0.20
H  -5.6175  6.8675  1.3677  0.22

Values from the calculation:
Highest occupied orbital energy: -7.212 eV
Relative energy (zero: lowest compared OMol25 entry of this formula, charge and spin): 0.000 eV
Gap between HOMO and LUMO: 0.277 Eh
Total energy: -2100.01203 Ha

2.
A structure of composition C4H8IrO3, computed with ωB97M-V with the def2-TZVPD basis set.

Each line ends with the natural charge from an NBO analysis.
Cartesian coordinates (Å):
O  1.3577  -0.8862  1.4887  -0.61
Ir  -0.3317  -0.0658  1.7697  1.44
O  0.1527  1.0541  0.2401  -0.65
C  -0.9918  1.0171  -0.5956  -0.13
C  -2.1523  0.1704  -0.0655  -0.14
O  -2.1148  -0.2173  1.2707  -0.62
H  -0.6803  0.6198  -1.5790  0.21
H  -1.3377  2.0582  -0.7141  0.23
H  -2.2263  -0.7329  -0.7075  0.20
H  -3.0593  0.7994  -0.1895  0.22
C  1.5991  -1.3464  0.1808  -0.16
C  1.7892  0.1172  -0.0879  0.04
H  0.8179  -1.8359  -0.4196  0.24
H  2.5439  -1.9066  0.1198  0.26
H  2.2779  0.2125  -1.0668  0.21
H  2.3557  0.9423  0.3556  0.26

Values from the calculation:
Multiplicity: 5
Charge: +1
Highest occupied orbital energy (alpha / beta): -13.194 / -14.608 eV
Relative energy (zero: lowest compared OMol25 entry of this formula, charge and spin): 2.026 eV
Gap between HOMO and LUMO (alpha / beta): 0.295 / 0.297 Eh
Total energy: -486.65048 Ha

3.
An isolated molecule of C6H12O, computed with ωB97M-V with the def2-TZVPD basis set.

Each line ends with the natural charge from an NBO analysis.
Cartesian coordinates (Å):
C  2.7704  0.3043  0.1506  -0.60
C  1.4460  -0.4533  0.1979  -0.39
C  0.2366  0.4792  0.2614  -0.39
C  -1.0888  -0.2661  0.3044  -0.26
C  -1.6286  -0.8166  -1.0286  -0.05
O  -2.7788  0.0383  -0.9794  -0.54
C  -2.3663  0.5888  0.2786  -0.05
H  2.8256  0.9435  -0.7379  0.20
H  2.8836  0.9482  1.0307  0.20
H  3.6256  -0.3788  0.1251  0.21
H  1.4315  -1.1160  1.0740  0.19
H  1.3606  -1.1064  -0.6822  0.20
H  0.2440  1.1564  -0.6061  0.20
H  0.3197  1.1180  1.1527  0.20
H  -1.0748  -1.0100  1.1087  0.20
H  -1.9104  -1.8767  -1.0317  0.17
H  -1.0014  -0.6103  -1.9074  0.17
H  -2.1990  1.6729  0.2169  0.17
H  -3.0955  0.3846  1.0726  0.17

Values from the calculation:
Highest occupied orbital energy: -9.568 eV
Relative energy (zero: lowest compared OMol25 entry of this formula, charge and spin): 1.315 eV
SMILES: CCCC1COC1
Gap between HOMO and LUMO: 0.393 Eh
Total energy: -311.01095 Ha